ORCA calculation (ωB97M-V/def2-TZVPD) on a cluster of 9 separate species, C69H155N9O13 in total.

Atoms and positions in Å:
1 C -5.64298 9.19077 4.35975
2 C -6.64422 8.96148 3.26205
3 C -7.82083 9.97223 3.48516
4 C -5.97984 9.38050 1.86393
5 C -6.91215 9.04354 0.76811
6 C -7.49035 7.62285 0.77733
7 C -8.00399 7.05350 2.10256
8 C -9.51486 7.41627 2.22979
9 C -7.75208 5.50720 2.06383
10 N -6.98934 7.58151 3.09518
11 O -7.20964 7.08965 4.37585
12 H -6.08050 8.87406 5.30652
13 H -4.86812 8.42601 4.30653
14 H -5.13704 10.15520 4.40429
15 H -8.55675 10.06494 2.68646
16 H -8.51478 9.70532 4.28221
17 H -7.44467 10.87197 3.97206
18 H -5.87047 10.46477 1.88615
19 H -4.99433 8.92313 1.95175
20 H -7.78081 9.70088 0.73044
21 H -6.29374 9.27053 -0.10030
22 H -6.70748 6.98233 0.37120
23 H -8.19404 7.65043 -0.05462
24 H -10.16096 7.00562 1.45389
25 H -9.77748 8.47352 2.26633
26 H -9.84242 6.89200 3.12753
27 H -8.41025 4.99614 1.36117
28 H -8.02350 5.02609 3.00349
29 H -6.71129 5.21296 1.92866
30 H -6.54488 6.40339 4.46945
31 C -6.17635 0.52814 -3.07420
32 C -6.18745 -1.01522 -2.72698
33 C -6.24685 -1.23282 -1.19358
34 C -7.46535 -1.58040 -3.45255
35 C -7.37486 -3.07288 -3.56704
36 C -6.17226 -3.34711 -4.45464
37 C -4.78336 -3.01183 -3.90526
38 C -4.32127 -4.05989 -2.82147
39 C -3.68211 -3.13159 -5.05427
40 N -4.91003 -1.59683 -3.37908
41 O -3.65651 -1.25650 -2.76326
42 H -6.66207 1.17137 -2.34042
43 H -5.14722 0.85359 -2.92220
44 H -6.67736 0.88068 -3.97575
45 H -5.98559 -2.27275 -0.99766
46 H -5.52775 -0.70833 -0.56437
47 H -7.20875 -1.06618 -0.70873
48 H -8.31194 -1.59480 -2.76612
49 H -7.61237 -1.01870 -4.37503
50 H -7.25254 -3.58373 -2.61196
51 H -8.20646 -3.48208 -4.14070
52 H -6.36952 -2.78138 -5.36520
53 H -6.21974 -4.41171 -4.68376
54 H -3.34330 -3.90793 -2.36477
55 H -4.17087 -4.98528 -3.37748
56 H -5.08500 -4.25902 -2.06971
57 H -2.67333 -3.02989 -4.65413
58 H -3.76565 -2.52320 -5.95482
59 H -3.94212 -4.12229 -5.42710
60 H -3.90944 -1.38667 -1.84637
61 C -3.58717 -10.30781 2.43316
62 C -2.37502 -9.86035 3.27493
63 C -2.54337 -8.41767 3.65142
64 C -2.36656 -10.73086 4.64423
65 C -1.52367 -12.01550 4.49051
66 C -0.17887 -11.80092 3.81245
67 C -0.46085 -11.31095 2.38050
68 C 0.96707 -10.94329 1.85099
69 C -1.05313 -12.31583 1.36523
70 N -1.20067 -9.98338 2.44147
71 O -1.12121 -9.33861 1.27069
72 H -4.45594 -10.06384 3.04457
73 H -3.72496 -9.79470 1.48141
74 H -3.42702 -11.38501 2.38726
75 H -3.43161 -8.41553 4.28319
76 H -1.70107 -8.31150 4.33506
77 H -2.58114 -7.81141 2.74637
78 H -2.17097 -10.03878 5.46328
79 H -3.34714 -11.09612 4.94941
80 H -1.39782 -12.53520 5.44034
81 H -2.05364 -12.74316 3.87592
82 H 0.28812 -12.78505 3.85139
83 H 0.43172 -11.23531 4.51627
84 H 1.02130 -10.68010 0.79464
85 H 1.65309 -11.75731 2.08522
86 H 1.45018 -10.18115 2.46241
87 H -0.97595 -11.82594 0.39458
88 H -2.02072 -12.81768 1.37034
89 H -0.45518 -13.22702 1.34841
90 H -1.54913 -9.84658 0.57757
91 C 0.61233 7.73686 -1.24951
92 C 0.77157 8.12200 -2.75844
93 C 1.23475 6.95459 -3.64483
94 C -0.75738 8.33918 -3.21625
95 C -1.28737 9.73024 -2.97665
96 C -0.27219 10.70661 -3.52249
97 C 1.14401 10.61092 -2.81561
98 C 2.05360 11.55986 -3.54000
99 C 1.09265 11.07065 -1.29211
100 N 1.72182 9.26980 -3.02780
101 O 3.01042 9.06608 -2.70471
102 H 0.11110 6.77825 -1.11563
103 H 1.61083 7.67172 -0.81723
104 H -0.04232 8.37349 -0.65435
105 H 0.55651 6.10865 -3.75642
106 H 1.28370 7.38695 -4.64421
107 H 2.20672 6.62727 -3.27575
108 H -0.78618 8.33251 -4.30585
109 H -1.47301 7.62412 -2.81045
110 H -2.22139 9.89392 -3.51417
111 H -1.40629 9.90356 -1.90711
112 H -0.64995 11.72515 -3.61173
113 H -0.08114 10.38882 -4.54747
114 H 3.04671 11.48831 -3.09650
115 H 1.66482 12.56603 -3.38324
116 H 2.27379 11.31646 -4.57940
117 H 2.08064 10.99669 -0.83768
118 H 0.48676 10.41283 -0.66901
119 H 0.46182 11.94627 -1.13902
120 H 3.44567 8.89195 -3.54247
121 C 6.79774 0.80351 -6.68676
122 C 6.01055 0.22626 -5.49810
123 C 4.70476 1.06717 -5.45764
124 C 5.51066 -1.22296 -5.67578
125 C 6.61079 -2.27321 -5.49516
126 C 7.19228 -2.16796 -4.03871
127 C 7.74486 -0.70048 -3.75048
128 C 7.97527 -0.71690 -2.23091
129 C 9.09613 -0.48350 -4.46064
130 N 6.69554 0.30375 -4.13938
131 O 6.88701 1.56823 -3.71351
132 H 7.30026 1.68044 -6.27866
133 H 7.54619 0.04457 -6.91467
134 H 6.19753 1.02320 -7.56970
135 H 4.01498 0.95768 -6.29449
136 H 4.12139 0.82368 -4.56966
137 H 4.92986 2.13358 -5.47132
138 H 4.65281 -1.37517 -5.02078
139 H 5.24741 -1.40457 -6.71780
140 H 6.18110 -3.27445 -5.52690
141 H 7.35509 -2.05101 -6.25983
142 H 8.01886 -2.87847 -4.04560
143 H 6.60098 -2.62593 -3.24579
144 H 8.50492 0.21950 -2.05558
145 H 8.57697 -1.58750 -1.96991
146 H 7.04120 -0.80770 -1.67650
147 H 9.55447 0.49267 -4.61916
148 H 8.96619 -0.82018 -5.48917
149 H 9.87176 -1.06205 -3.95886
150 H 6.11531 1.60001 -3.14338
151 C 3.72762 -7.23259 -5.31984
152 O 3.90493 -8.38942 -6.09652
153 C 2.94471 -8.58361 -7.14632
154 C 2.99440 -7.58442 -8.41113
155 N 4.28291 -7.62847 -9.16866
156 C 4.12434 -6.75998 -10.38975
157 C 5.47253 -6.39667 -10.99931
158 O 6.15999 -5.34445 -10.39577
159 C 7.51497 -5.03009 -10.71014
160 H 4.02993 -6.43236 -5.99537
161 H 4.50852 -7.32224 -4.56469
162 H 2.71998 -6.96077 -5.00537
163 H 1.93376 -8.68441 -6.75144
164 H 3.17133 -9.53495 -7.62766
165 H 2.76713 -6.55220 -8.14476
166 H 2.06319 -7.78630 -8.94047
167 H 5.01713 -7.06271 -8.76749
168 H 3.54791 -5.89156 -10.07083
169 H 3.52767 -7.32313 -11.10735
170 H 5.40234 -6.04806 -12.02968
171 H 6.14556 -7.25406 -11.00166
172 H 7.99061 -5.99802 -10.86810
173 H 8.00592 -4.49482 -9.89740
174 H 7.36826 -4.40437 -11.59051
175 C -3.26084 -2.16772 10.80892
176 O -2.73738 -0.94427 10.28643
177 C -3.57506 -0.18829 9.47057
178 C -2.61918 0.90372 8.86931
179 N -3.48995 1.93818 8.23720
180 C -4.15715 2.88240 9.13368
181 C -3.15005 3.95302 9.81168
182 O -2.63236 3.35212 10.98219
183 C -1.31937 3.87344 11.21455
184 H -4.23660 -2.49422 10.44919
185 H -3.48372 -1.93694 11.85063
186 H -2.58466 -3.01238 10.67685
187 H -4.52460 0.21183 9.82605
188 H -3.79954 -0.81300 8.60603
189 H -1.91060 0.54255 8.12395
190 H -2.01493 1.30124 9.68476
191 H -3.15600 2.38524 7.39534
192 H -4.91062 2.51708 9.83147
193 H -4.83379 3.39415 8.44930
194 H -3.83639 4.78221 9.98336
195 H -2.33413 4.32069 9.18945
196 H -0.63773 3.61039 10.40568
197 H -0.96491 3.51416 12.18066
198 H -1.40304 4.96018 11.22329
199 C -1.50430 2.36547 2.01908
200 O -1.54194 1.14594 2.65711
201 C -0.56864 0.15712 2.16065
202 C 0.86501 0.53815 2.50393
203 N 1.66561 1.38584 1.65703
204 C 1.70079 1.00180 0.27353
205 C 2.08051 -0.43895 -0.00058
206 O 0.96338 -1.23274 0.07703
207 C 1.19500 -2.59222 0.50383
208 H -0.69627 2.92319 2.49252
209 H -2.36358 2.98776 2.26910
210 H -1.47135 2.28594 0.93249
211 H -0.67718 0.00385 1.08695
212 H -0.87214 -0.83166 2.50460
213 H 1.44198 -0.38512 2.45127
214 H 0.97014 0.85131 3.54265
215 H 1.22405 2.28712 1.77026
216 H 2.43303 1.62139 -0.24421
217 H 0.82523 1.29986 -0.30321
218 H 2.85655 -0.80722 0.67041
219 H 2.60302 -0.62828 -0.93827
220 H 1.66637 -3.14226 -0.31065
221 H 0.25984 -3.12546 0.67488
222 H 1.78642 -2.64528 1.41789
223 C 6.00519 -4.48539 4.73623
224 O 5.91710 -3.24490 4.02407
225 C 6.86576 -2.31429 4.42373
226 C 6.14411 -0.97303 4.50036
227 N 6.56848 -0.03063 5.52112
228 C 6.13376 1.36227 5.32699
229 C 6.66532 2.15647 4.23878
230 O 5.99672 3.34206 3.88124
231 C 6.36567 3.98998 2.63934
232 H 5.27136 -5.24605 4.46980
233 H 6.00657 -4.35522 5.81843
234 H 7.02085 -4.85714 4.60076
235 H 7.61576 -2.24232 3.63606
236 H 7.33372 -2.49158 5.39207
237 H 5.11191 -1.27663 4.67500
238 H 5.96242 -0.55916 3.50849
239 H 6.17683 -0.41946 6.36700
240 H 6.43624 1.94420 6.19760
241 H 5.04986 1.45684 5.39267
242 H 6.58896 1.54157 3.34202
243 H 7.65321 2.54224 4.49044
244 H 7.38045 4.38178 2.70875
245 H 5.65097 4.80001 2.49387
246 H 6.38091 3.33780 1.76610

Cartesian forces (eV/Å) of the 3 atoms listed first:
C 0.52 -1.73 0.93
C -0.63 3.09 -2.52
C -0.63 -0.83 1.39

Maximum force (eV Å⁻¹): 5.626
SMILES: CC1(C)CCCC(C)(C)N1O.CC1(C)CCCC(C)(C)N1O.CC1(C)CCCC(C)(C)N1O.CC1(C)CCCC(C)(C)N1O.CC1(C)CCCC(C)(C)N1O.COCCNCCOC.COCCNCCOC.COCCNCCOC.COCCNCCOC
HOMO level (eV): -7.985
Total energy (Ha): -4192.10297